The molecule C23H21F22NO7S in a non-equilibrium geometry. Source: OMol25; level of theory: the ωB97M-V functional and the def2-TZVPD basis.

Geometry (Å):
C: -0.167 1.073 3.452
C: 1.264 1.218 2.693
O: 2.238 1.468 3.423
O: 1.230 1.124 1.271
C: 1.986 0.033 0.739
O: 3.186 -0.055 1.120
C: 1.286 -0.858 -0.356
C: 0.949 -2.400 0.068
C: 2.410 -3.112 0.082
C: 2.437 -4.616 0.628
C: 3.805 -5.284 0.014
O: 2.633 -4.687 2.080
C: 0.010 -2.930 -1.171
N: 0.680 -4.048 -1.947
C: -1.523 -3.255 -0.774
C: -1.875 -4.806 -0.615
F: -0.871 -5.639 -0.081
F: -2.105 -5.343 -1.948
C: -3.219 -5.159 0.178
F: -4.358 -4.506 -0.406
F: -3.166 -4.905 1.560
F: -3.475 -6.554 0.000
C: -2.193 -2.239 0.261
C: -2.512 -0.884 -0.605
C: -3.064 0.317 0.301
C: -3.338 1.655 -0.572
F: -3.885 1.188 -1.826
F: -4.400 2.337 0.083
C: -2.019 2.546 -0.801
F: -1.226 1.812 -1.759
F: -1.280 2.527 0.405
C: -2.300 4.005 -1.394
F: -3.011 3.797 -2.629
F: -3.147 4.815 -0.602
C: -1.001 4.858 -1.783
F: -0.231 4.268 -2.842
F: -1.498 6.084 -2.350
C: 0.014 5.162 -0.577
F: -0.645 5.308 0.691
F: 0.942 4.064 -0.566
C: 0.837 6.554 -0.765
F: -0.039 7.649 -0.465
F: 1.295 6.634 -2.123
C: 2.090 6.704 0.225
F: 2.043 8.037 0.766
F: 2.088 5.839 1.337
C: 3.533 6.614 -0.510
F: 3.678 5.377 -1.162
F: 4.500 6.665 0.548
F: 3.812 7.735 -1.322
O: -1.443 -1.803 1.406
S: 0.019 -2.540 1.649
O: 0.686 -1.829 2.822
O: -0.231 -3.931 2.140
H: -0.449 2.133 3.765
H: -0.922 0.560 2.771
H: 0.033 0.474 4.408
H: 2.020 -0.958 -1.245
H: 0.382 -0.296 -0.763
H: 3.167 -2.536 0.744
H: 2.879 -3.073 -0.974
H: 1.598 -5.289 0.263
H: 4.492 -5.610 0.883
H: 3.517 -6.212 -0.606
H: 4.370 -4.579 -0.683
H: 3.055 -3.864 2.404
H: -0.054 -2.084 -1.963
H: 0.034 -4.336 -2.714
H: 1.447 -3.576 -2.472
H: -2.097 -2.999 -1.756
H: -3.240 -2.531 0.636
H: -1.669 -0.609 -1.320
H: -3.399 -1.203 -1.280
H: -2.472 0.516 1.253
H: -4.117 -0.011 0.655

Summary:
structure (SMILES): CC(=O)OC(=O)C[C@]1(C[C@@H](C)O)[C@@H](N)[C@@H](C(F)(F)C(F)(F)F)[C@H](CCC(F)(F)C(F)(F)C(F)(F)C(F)(F)C(F)(F)C(F)(F)C(F)(F)C(F)(F)F)OS1(=O)=O
gap between HOMO and LUMO: 9.62 eV